1.
Below is C21H19AsCl3N2SSn as an isolated structure, with properties calculated with ωB97M-V with the def2-TZVPD basis set.

The expectation value of S² is 0.756. Its HOMO energy (alpha / beta) is -13.40 / -14.32 eV. As for the multiplicity: 2. Its LUMO energy (alpha / beta) is -6.742 / -7.744 eV. The charge is +2. As for the HOMO-LUMO gap (alpha / beta): 6.656 / 6.576 eV. As for the energy above the lowest of the compared OMol25 structures with the same formula, charge and spin: 14.5 kJ/mol. As for the total energy: -140120.651 eV.

Each line ends with the Löwdin charge.
Element x y z (Å)
1 Sn 1.0451 0.3610 0.4360  1.1135
2 C 1.4698 0.9275 4.8058  -0.0410
3 C 0.6454 -0.0893 5.2663  -0.0329
4 C -0.0060 -0.9291 4.3753  0.0002
5 C 0.1650 -0.7591 3.0024  -0.2019
6 C 0.9979 0.2670 2.5531  -0.3198
7 C 1.6439 1.1149 3.4375  -0.0986
8 C -0.4982 -1.6250 1.9986  -0.1889
9 C -1.3624 -2.6765 2.3589  0.0337
10 C -1.9499 -3.4309 1.3891  0.0549
11 C -1.6888 -3.1781 0.0232  -0.1339
12 C -2.2711 -3.9385 -1.0171  0.0061
13 C -1.9752 -3.6669 -2.3211  -0.0351
14 C -1.0770 -2.6257 -2.6322  -0.0377
15 C -0.5038 -1.8725 -1.6441  -0.0374
16 C -0.8066 -2.1294 -0.2938  -0.1928
17 N -0.2402 -1.3760 0.7125  -0.0169
18 H 1.9738 1.5780 5.5082  0.1209
19 H 0.5043 -0.2311 6.3291  0.1226
20 H -0.6439 -1.7086 4.7684  0.1141
21 H 2.2814 1.9163 3.0859  0.1058
22 H -1.5608 -2.8781 3.3993  0.1180
23 H -2.6207 -4.2382 1.6574  0.1404
24 H -2.9511 -4.7400 -0.7574  0.1316
25 H -2.4196 -4.2482 -3.1168  0.1229
26 H -0.8384 -2.4286 -3.6693  0.1139
27 H 0.1968 -1.0849 -1.8927  0.0305
28 Cl -3.2985 4.3252 -0.8893  0.6652
29 C -2.4403 4.1068 0.6327  -1.6373
30 Cl -3.5465 4.0111 1.9860  0.6867
31 Cl -1.2422 5.3818 0.8688  0.6571
32 C -1.6997 2.8296 0.5437  -0.3428
33 N -1.1172 1.8461 0.4693  0.1447
34 S 4.1657 -2.0353 0.5823  0.9421
35 C 2.9038 -1.2404 0.4953  -0.6366
36 C 1.4567 0.3687 -4.1376  -0.2698
37 As 1.4653 1.4323 -2.5151  1.0245
38 C -0.0850 2.5688 -2.7290  -0.2957
39 C 2.9606 2.6293 -2.8001  -0.2706
40 H 1.5329 1.0616 -4.9764  0.0510
41 H 0.5327 -0.1991 -4.2181  0.0217
42 H 2.3080 -0.3081 -4.1457  0.0410
43 H -0.0834 2.9574 -3.7473  0.0502
44 H -0.0362 3.3968 -2.0242  0.0244
45 H -0.9965 1.9989 -2.5576  0.0286
46 H 2.6713 3.3458 -3.5687  0.0493
47 H 3.8160 2.0508 -3.1425  0.0401
48 H 3.2229 3.1616 -1.8890  0.0338



2.
Below is C21H19BaCl3N7S2Se4Si as an isolated structure, with properties calculated with ωB97M-V with the def2-TZVPD basis set.

Its HOMO energy is -4.26 eV. Its LUMO energy is 1.676 eV. The charge is -1. As for the HOMO-LUMO gap: 5.933 eV. As for the energy above the lowest of the compared OMol25 structures with the same formula, charge and spin: 0.5 kJ/mol. As for the total energy: -361720.368 eV.

Each line ends with the Löwdin charge.
Element x y z (Å)
1 Ba 1.5712 -0.0548 1.1997  1.1020
2 Se 2.1525 0.6445 4.4388  -0.0938
3 Se 3.2426 -1.5369 4.2848  -0.1215
4 Se 2.0981 -2.9948 2.8049  -0.2176
5 Se 3.2749 -2.7617 0.7978  -0.2403
6 C -1.1787 -3.4162 1.5009  -0.1103
7 C -1.3127 -2.2054 2.4009  -0.6528
8 N -0.9585 -0.9583 2.2512  -0.0142
9 C -1.3154 -0.1990 3.3806  -0.3309
10 C -2.0859 -0.8544 4.3065  -0.3739
11 S -2.2254 -2.4492 3.8606  1.0603
12 C -0.9629 1.2148 3.5160  -0.4794
13 C -1.1026 1.9175 4.6370  -0.4083
14 S -0.4485 3.4512 4.3949  1.0393
15 C -0.0298 3.1009 2.7275  -0.5866
16 N -0.3981 1.8367 2.4559  -0.0077
17 C 0.8296 3.8842 1.8434  -0.0948
18 H -1.9177 -3.2529 0.6330  0.1043
19 H -1.4328 -4.3189 2.0638  0.0674
20 H -0.1863 -3.4361 1.0493  0.0274
21 H -2.6001 -0.4644 5.1521  0.0695
22 H -1.6709 1.7503 5.5105  0.0679
23 H 0.2722 4.1446 0.9687  0.0428
24 H 1.6811 3.2513 1.5086  0.0552
25 H 1.1546 4.7800 2.3271  0.0749
26 Cl -1.3360 2.3547 -1.4101  0.1104
27 Si 0.6787 1.8560 -1.2432  -0.6716
28 Cl 1.6196 3.7699 -1.5879  0.0627
29 Cl 0.9509 0.9928 -3.1754  0.0979
30 N -5.7004 -1.3296 -7.5445  0.1472
31 C -4.9862 -1.2886 -6.6514  -0.2086
32 C -4.0342 -1.3720 -5.5945  -0.2111
33 C -3.5732 -0.2145 -4.9088  -0.0015
34 C -2.6038 -0.3957 -3.9495  0.0047
35 C -2.1711 -1.6739 -3.5857  -0.1937
36 C -2.5569 -2.8079 -4.2992  -0.0159
37 C -3.4931 -2.6622 -5.2752  -0.0234
38 N -1.1697 -1.8875 -2.6443  -0.0238
39 C 0.0703 -2.5289 -2.9290  -0.0317
40 C 0.7889 -2.2480 -1.8638  -0.2025
41 N 0.1215 -1.5410 -0.8894  -0.0255
42 C -1.0107 -1.2599 -1.4533  -0.2207
43 H -3.9218 0.7509 -5.2630  0.1237
44 H -2.1873 0.4792 -3.4907  0.0691
45 H -2.1152 -3.7947 -4.0586  0.1339
46 H -3.9089 -3.5302 -5.7562  0.1132
47 H 0.2925 -3.0303 -3.8529  0.1223
48 H 1.7853 -2.4996 -1.5821  0.0264
49 H -1.8125 -0.6181 -1.0877  0.1298
50 N 4.4817 1.9452 2.4940  -0.0710
51 C 5.4777 2.8622 2.2909  -0.1047
52 C 5.4373 3.2833 0.9592  -0.0488
53 C 4.3243 2.5176 0.4593  -0.1625
54 N 3.8017 1.7123 1.4127  -0.1361
55 H 4.0875 1.5616 3.4123  0.0042
56 H 6.1106 3.2203 3.0614  0.0932
57 H 6.1667 3.9333 0.5100  0.0812
58 H 3.9352 2.3706 -0.5182  0.0542



3.
Below is one molecule with the formula C21H19BrN2O5S, with properties calculated with ωB97M-V with the def2-TZVPD basis set.

Its HOMO energy is -8.20 eV. Its LUMO energy is -0.674 eV. Its SMILES is CCc1ccc(/N=C2/NC(=O)/C(=C/c3cc(Br)c(OCC(=O)O)c(OC)c3)S2)cc1. As for the HOMO-LUMO gap: 7.523 eV. As for the total energy: -116180.958 eV.

Each line ends with the Löwdin charge.
Element x y z (Å)
1 C 3.9564 1.8271 -6.9440  -0.0956
2 H 4.9872 1.4968 -6.8367  0.0741
3 H 3.7849 2.1003 -7.9825  0.0674
4 H 3.8144 2.7096 -6.3243  0.0734
5 C 2.9943 0.7163 -6.5167  -0.2174
6 C 3.2321 0.3392 -5.0835  -0.2544
7 C 4.1430 -0.6580 -4.7511  -0.0371
8 C 4.3993 -0.9750 -3.4339  -0.0164
9 C 3.7282 -0.3078 -2.4085  -0.2953
10 C 2.8246 0.7040 -2.7335  -0.0477
11 C 2.5889 1.0192 -4.0565  -0.0362
12 H 1.8888 1.8067 -4.2963  0.1157
13 H 2.3313 1.2604 -1.9505  0.0795
14 N 4.0543 -0.6569 -1.1125  0.1117
15 C 3.3047 -0.6686 -0.1097  -0.5576
16 N 3.7586 -0.9914 1.1391  0.1225
17 C 2.8711 -1.0632 2.1812  -0.4892
18 O 3.1731 -1.3589 3.3128  0.0950
19 C 1.5106 -0.7285 1.7085  -0.4158
20 C 0.4796 -0.7330 2.5783  -0.0247
21 C -0.9158 -0.4433 2.3772  -0.2010
22 C -1.4574 -0.0790 1.1440  -0.0842
23 C -2.8100 0.1689 1.0467  -0.5694
24 C -3.6692 0.0809 2.1370  -0.2313
25 C -3.1231 -0.2551 3.3920  -0.1768
26 C -1.7681 -0.5220 3.4872  0.0507
27 H -1.3434 -0.7843 4.4426  0.1148
28 O -3.9904 -0.2705 4.4380  -0.1029
29 C -3.5258 -0.5949 5.7285  -0.0419
30 H -3.1111 -1.6064 5.7604  0.1032
31 H -2.7795 0.1251 6.0753  0.1040
32 H -4.4095 -0.5415 6.3621  0.1022
33 O -4.9836 0.3864 1.9069  -0.1036
34 C -5.9927 -0.2679 2.6536  -0.0636
35 C -6.3496 0.4963 3.9391  -0.5336
36 O -6.9218 -0.0068 4.8594  0.1230
37 O -6.0094 1.7816 3.9015  0.1403
38 H -5.5477 1.9818 3.0673  0.1238
39 H -5.7330 -1.3009 2.8938  0.1496
40 H -6.8788 -0.2689 2.0085  0.1501
41 Br -3.5668 0.6644 -0.6183  0.8188
42 H -0.8420 0.0041 0.2645  0.0384
43 H 0.7647 -0.9987 3.5906  0.1277
44 S 1.5289 -0.3569 0.0034  1.0977
45 H 4.7386 -1.1974 1.2729  0.1717
46 H 5.1027 -1.7514 -3.1757  0.1100
47 H 4.6587 -1.1906 -5.5374  0.1137
48 H 1.9667 1.0631 -6.6422  0.1086
49 H 3.1429 -0.1544 -7.1584  0.1082



4.
Below is C21H19BrN6OPd as an isolated structure, with properties calculated with ωB97M-V with the def2-TZVPD basis set.

Its HOMO energy is -14.47 eV. Its LUMO energy is -7.387 eV. The charge is +2. As for the HOMO-LUMO gap: 7.084 eV. As for the energy above the lowest of the compared OMol25 structures with the same formula, charge and spin: 114.1 kJ/mol. As for the total energy: -106583.013 eV.

Each line ends with the Löwdin charge.
Element x y z (Å)
1 Pd -0.0789 -1.4393 -1.3234  0.8395
2 C 0.5877 -3.6068 0.5564  -0.0642
3 N -0.5394 -3.2638 -0.3551  -0.0900
4 C -1.9131 -3.1583 0.2113  -0.0642
5 C -2.4471 -1.7987 -0.0288  -0.3158
6 N -2.0919 -1.1496 -1.1211  0.0259
7 C -2.8359 0.0454 -1.1270  -0.2141
8 C -2.9091 1.0813 -2.0535  -0.0331
9 C -3.7727 2.1180 -1.7681  -0.0442
10 C -4.5559 2.1299 -0.6000  -0.0475
11 C -4.5155 1.0935 0.3061  0.0086
12 C -3.6394 0.0550 0.0095  -0.1670
13 N -3.3569 -1.1352 0.6861  0.2091
14 C 1.5986 -2.5260 0.5257  -0.3159
15 N 1.7850 -1.8482 -0.5908  0.0260
16 C 2.8684 -0.9825 -0.3481  -0.2141
17 C 3.5314 -0.0808 -1.1753  -0.0333
18 C 4.5919 0.6100 -0.6274  -0.0442
19 C 4.9982 0.4097 0.7041  -0.0474
20 C 4.3701 -0.5050 1.5199  0.0086
21 C 3.3007 -1.1935 0.9580  -0.1671
22 N 2.4612 -2.1806 1.4826  0.2092
23 H 1.0717 -4.5014 0.1591  0.1528
24 H 0.2405 -3.8497 1.5598  0.1399
25 H -0.5586 -3.9462 -1.1034  0.1378
26 H -1.9469 -3.4609 1.2570  0.1399
27 H -2.5514 -3.8490 -0.3435  0.1527
28 H -2.3437 1.0561 -2.9729  0.0835
29 H -3.8704 2.9338 -2.4716  0.1193
30 H -5.2205 2.9633 -0.4183  0.1199
31 H -5.1497 1.0824 1.1824  0.1247
32 H -3.8136 -1.4658 1.5215  0.1858
33 H 3.2522 0.0446 -2.2107  0.0835
34 H 5.1434 1.3076 -1.2431  0.1193
35 H 5.8365 0.9728 1.0907  0.1199
36 H 4.7102 -0.6901 2.5301  0.1248
37 H 2.5424 -2.6068 2.3922  0.1858
38 O 0.8176 4.8612 0.4481  0.1294
39 C 0.5907 3.5497 0.3721  -0.2886
40 C 0.2933 2.7371 1.4681  0.0295
41 C 0.0793 1.3920 1.2541  -0.1050
42 N 0.1410 0.8152 0.0438  -0.0051
43 C 0.4242 1.6253 -0.9531  -0.6731
44 Br 0.4942 0.7286 -2.6458  0.9399
45 C 0.6607 2.9742 -0.8978  -0.0009
46 H 0.7530 5.1891 1.3522  0.1360
47 H 0.2308 3.1486 2.4674  0.1301
48 H -0.1531 0.7378 2.0860  0.1183
49 H 0.8887 3.5763 -1.7656  0.1350



Max |F| in eV/A, matching the order above: 0.29 3.76 1.10 0.79